{
  "formula": "C31H40BN6O2PdS2",
  "method": "ωB97M-V/def2-TZVPD",
  "species": ["Pd", "C", "C", "C", "C", "C", "N", "N", "B", "N", "N", "C", "C", "C", "C", "C", "N", "N", "C", "C", "C", "C", "C", "H", "H", "H", "H", "H", "H", "H", "H", "H", "H", "H", "H", "H", "H", "H", "H", "H", "H", "H", "H", "H", "H", "O", "S", "C", "C", "C", "C", "S", "O", "C", "C", "C", "C", "C", "C", "C", "C", "C", "C", "C", "C", "H", "H", "H", "H", "H", "H", "H", "H", "H", "H", "H", "H", "H", "H", "H", "H", "H", "H"],
  "xyz": [[0.275, 0.837, 0.348], [-1.793, 2.266, 3.314], [-2.332, 2.541, 1.948], [-3.474, 3.272, 1.566], [-3.491, 3.202, 0.187], [-4.479, 3.782, -0.770], [-2.420, 2.476, -0.195], [-1.711, 2.075, 0.883], [-1.994, 2.077, -1.612], [-2.096, 0.511, -1.717], [-2.572, -0.224, -0.681], [-2.792, -1.442, -1.149], [-3.400, -2.490, -0.270], [-2.451, -1.520, -2.513], [-2.028, -0.246, -2.832], [-1.547, 0.279, -4.137], [-0.604, 2.707, -1.950], [0.362, 2.772, -0.990], [1.333, 3.536, -1.458], [2.509, 3.877, -0.606], [1.007, 3.997, -2.745], [-0.238, 3.468, -3.014], [-1.056, 3.731, -4.237], [-2.492, 2.596, 4.084], [-0.841, 2.778, 3.470], [-1.615, 1.197, 3.441], [-4.189, 3.774, 2.199], [-5.251, 4.313, -0.213], [-4.958, 3.006, -1.370], [-4.009, 4.484, -1.461], [-2.768, 2.546, -2.416], [-3.407, -2.144, 0.764], [-2.850, -3.433, -0.317], [-4.431, -2.701, -0.567], [-2.510, -2.368, -3.177], [-1.760, -0.443, -4.926], [-0.470, 0.468, -4.121], [-2.047, 1.214, -4.385], [2.532, 3.215, 0.257], [2.444, 4.913, -0.263], [3.447, 3.746, -1.146], [1.578, 4.654, -3.382], [-0.698, 4.649, -4.705], [-2.113, 3.854, -4.001], [-0.971, 2.933, -4.975], [4.071, 1.287, -0.220], [4.584, -0.055, 0.139], [3.794, -1.220, -1.004], [3.958, -2.685, -0.601], [2.776, -3.307, 0.154], [1.677, -3.839, -0.774], [0.187, -2.810, -0.893], [0.670, -1.411, -1.027], [-0.366, -3.040, 0.807], [-0.732, -4.303, 1.263], [-1.233, -4.441, 2.545], [-1.387, -3.320, 3.356], [-1.038, -2.067, 2.881], [-0.522, -1.919, 1.598], [3.838, -0.592, 1.678], [2.619, -0.127, 2.152], [2.187, -0.571, 3.399], [2.934, -1.469, 4.148], [4.154, -1.923, 3.664], [4.612, -1.464, 2.440], [4.330, -1.011, -1.933], [2.754, -0.903, -1.119], [4.872, -2.796, -0.010], [4.132, -3.277, -1.505], [2.353, -2.590, 0.861], [3.144, -4.142, 0.754], [1.327, -4.830, -0.478], [2.028, -3.917, -1.806], [-0.645, -5.172, 0.619], [-1.519, -5.420, 2.910], [-1.793, -3.429, 4.354], [-1.179, -1.185, 3.495], [-0.273, -0.922, 1.188], [1.914, 0.535, 1.615], [1.235, -0.212, 3.768], [2.569, -1.808, 5.109], [4.755, -2.611, 4.245], [5.585, -1.769, 2.071]],
  "atomic_forces_ev_per_a": [[0.07, 0.17, 0.27], [-0.01, 0.02, 0.02], [0.03, 0.02, 0.02], [-0.01, -0.01, 0.00], [-0.01, -0.02, 0.02], [-0.01, 0.01, -0.01], [0.07, 0.12, 0.07], [-0.02, -0.15, 0.02], [-0.02, -0.05, -0.14], [-0.01, 0.00, 0.10], [-0.12, 0.03, -0.07], [-0.05, 0.00, 0.02], [-0.03, -0.02, -0.02], [-0.08, 0.08, -0.02], [0.19, -0.06, 0.00], [0.06, -0.02, -0.05], [-0.03, 0.09, 0.05], [0.08, -0.25, -0.38], [-0.04, 0.05, 0.10], [0.01, -0.05, 0.00], [-0.02, 0.06, 0.02], [-0.02, 0.01, 0.01], [-0.05, 0.02, 0.04], [-0.01, 0.00, -0.01], [0.00, -0.01, -0.01], [0.01, 0.01, -0.01], [0.00, 0.00, 0.00], [0.00, 0.00, 0.00], [0.01, -0.01, 0.01], [0.01, 0.00, 0.00], [-0.04, -0.02, 0.05], [0.02, -0.01, -0.02], [-0.03, 0.03, -0.01], [-0.01, 0.02, 0.00], [0.00, 0.00, 0.01], [0.02, 0.00, 0.00], [-0.03, 0.03, 0.02], [-0.04, 0.03, -0.02], [0.00, 0.00, 0.00], [0.01, 0.00, -0.02], [0.01, 0.00, 0.00], [0.00, 0.00, 0.00], [-0.01, 0.00, 0.00], [0.01, -0.02, 0.00], [0.01, -0.04, -0.01], [0.08, 0.05, 0.02], [0.00, -0.08, -0.01], [0.00, 0.03, -0.05], [0.02, -0.02, -0.05], [-0.02, -0.02, -0.02], [0.05, -0.05, 0.01], [-0.01, -0.06, 0.03], [-0.01, -0.02, -0.04], [0.05, 0.06, 0.07], [0.04, 0.01, -0.01], [-0.01, -0.01, 0.02], [-0.01, -0.02, 0.01], [0.04, 0.02, -0.04], [-0.02, -0.09, -0.14], [0.07, 0.07, 0.07], [-0.39, -0.13, 0.24], [0.00, -0.03, -0.04], [0.01, -0.01, -0.01], [-0.01, 0.00, 0.02], [0.01, 0.05, 0.01], [-0.07, 0.01, -0.03], [-0.02, -0.04, 0.08], [-0.03, 0.00, 0.04], [0.03, 0.01, 0.00], [-0.01, 0.02, -0.01], [0.01, 0.01, 0.01], [0.01, 0.01, 0.00], [0.00, 0.00, 0.00], [0.00, 0.00, 0.00], [0.00, 0.00, 0.00], [0.00, 0.00, 0.00], [-0.01, -0.01, 0.01], [-0.06, 0.05, 0.12], [0.37, 0.16, -0.37], [0.00, -0.01, 0.01], [0.00, 0.00, 0.00], [-0.01, 0.00, 0.00], [0.00, 0.00, 0.00]],
  "e_above_lowest_ev": 0.902,
  "total_energy_ev": -71660.0030,
  "gap_ev": 4.92,
  "charge": -1
}